--- w ---
A 5-piece molecular cluster, C2H15NO4 overall, computed with wB97M-V/def2-TZVPD.

The geometry in XYZ format:
```
22
Properties=species:S:1:pos:R:3:lowdin_charge:R:1
C -0.68453 -1.88156 -1.89433 -0.145
N -0.78793 -1.11855 -0.66160 -0.191
C -0.03858 -1.70324 0.44939 -0.138
H 0.33981 -2.24702 -1.98714 0.071
H -1.37384 -2.71413 -2.01704 0.073
H -0.75871 -1.19805 -2.74267 0.071
H -1.75397 -1.06928 -0.36773 0.099
H -0.15486 -2.78471 0.48423 0.072
H -0.42933 -1.24996 1.34532 0.066
H 1.01867 -1.55880 0.25097 0.063
H 0.58806 1.23809 0.93207 0.033
H -0.16902 1.19723 -0.32468 0.015
O -0.23170 1.58927 0.55748 -0.075
H 0.68504 3.84162 0.26529 0.026
H 1.75963 3.01428 -0.25992 -0.008
O 1.64365 3.88264 0.14255 -0.069
H 2.69339 -0.20164 -1.39396 0.046
H 2.92486 1.26692 -1.32892 0.051
O 2.24961 0.60630 -1.10337 -0.055
H -1.77386 0.70435 3.09337 0.021
H -3.32438 0.34889 3.24171 0.031
O -2.42202 0.03735 3.31898 -0.058
```

Structure (SMILES) = CNC.O.O.O.O
2S+1 = 1
Orbital gap = 9.31 eV

***

--- x ---
A 5-piece molecular cluster, C2H15NO4 overall, computed with wB97M-V/def2-TZVPD.

The geometry in XYZ format:
```
22
Properties=species:S:1:pos:R:3:lowdin_charge:R:1
C -2.34899 1.08323 -0.99029 -0.131
C -1.78954 -0.31247 -1.10166 -0.319
N -1.26812 -0.85996 0.18523 -0.017
H -2.89551 1.25203 -0.05696 0.066
H -1.63624 1.91053 -0.97264 0.068
H -3.06899 1.22642 -1.83752 0.084
H -2.46640 -0.96624 -1.65919 0.107
H -0.88289 -0.17313 -1.78577 0.094
H -1.00307 -0.06542 0.76971 0.048
H -2.06480 -1.11909 0.79539 0.085
H 1.10656 -2.99831 0.74928 0.036
H 0.75684 -1.38169 0.94532 -0.016
O 1.39897 -2.10569 0.92088 -0.076
H 0.15006 0.79675 3.41780 0.043
H 1.08257 -0.31164 3.61229 0.049
O 0.52881 0.06250 2.91468 -0.056
H 4.06976 2.16928 -0.25352 0.031
H 2.63394 2.81500 0.00296 0.030
O 3.52864 2.69243 0.33936 -0.062
H 1.71837 -1.59929 -1.39041 0.006
H 0.80809 -0.81694 -2.30029 -0.009
O 1.64193 -1.29831 -2.30462 -0.062
```

Structure (SMILES) = CCN.O.O.O.O
2S+1 = 1
Orbital gap = 10.40 eV

***

Relative energy of each structure, in eV: w 0.000; x 0.068.

***

--- w ---
One molecule with the formula CH3Br3SSi, computed with wB97M-V/def2-TZVPD.

The geometry in XYZ format:
```
9
Properties=species:S:1:pos:R:3:lowdin_charge:R:1
C -0.90495 -0.36441 0.23434 -0.741
Si 0.98292 -0.28521 -0.00189 -0.725
S -1.50479 1.40035 0.22062 0.577
Br 1.80285 -2.35016 -0.13218 0.320
Br 1.64500 0.99960 1.69176 0.311
Br 1.85360 0.80777 -1.74030 0.303
H -1.39689 -1.02388 -0.42441 0.004
H -1.22958 -0.66017 1.30871 0.067
H -1.24816 1.47610 -1.15665 -0.116
```

Structure (SMILES) = SC[Si](Br)(Br)Br
2S+1 = 1
Orbital gap = 9.62 eV

***

--- x ---
A 2-piece molecular cluster, CH3Br3SSi overall, computed with wB97M-V/def2-TZVPD.

The geometry in XYZ format:
```
9
Properties=species:S:1:pos:R:3:lowdin_charge:R:1
C 0.53782 0.46527 0.82208 -0.779
Si -0.92364 -0.52947 0.05888 -0.105
S 1.96713 -0.63973 1.00365 0.635
Br -0.42592 -0.74892 -2.04540 0.382
Br -2.82098 2.82181 -2.26827 -0.548
Br -1.26565 -2.48564 0.95106 0.390
H 0.63106 1.27564 0.10177 0.028
H 0.13982 0.89863 1.77142 0.053
H 2.16035 -1.05759 -0.39520 -0.056
```

2S+1 = 1
Orbital gap (spin up / spin down) = 3.85 / 3.84 eV

***

Relative energy of each structure, in eV: w 0.000; x 4.694.

***

--- w ---
An isolated ion of composition CH3N2O3S and charge -1, computed with wB97M-V/def2-TZVPD.

The geometry in XYZ format:
```
10
Properties=species:S:1:pos:R:3:lowdin_charge:R:1
C 0.90474 0.86090 -0.06573 -0.163
N -0.13394 0.08516 -0.00342 -0.160
N -1.56486 -0.08541 0.08971 -0.046
O 2.99612 0.36576 1.22840 -0.368
O 2.00847 -1.47156 -0.01438 -0.358
O 3.21386 0.37415 -1.17591 -0.401
S 2.40583 -0.08524 -0.00906 0.385
H 1.14344 1.71854 0.47426 0.071
H 0.36092 -0.82073 -0.19475 0.091
H -1.77284 -1.00410 -0.26623 -0.049
```

Total charge = -1
2S+1 = 1
Orbital gap (spin up / spin down) = 8.61 / 8.60 eV

***

--- x ---
A 2-piece molecular cluster, CH3N2O3S overall, computed with wB97M-V/def2-TZVPD.

The geometry in XYZ format:
```
10
Properties=species:S:1:pos:R:3:lowdin_charge:R:1
C -1.00964 -0.81378 0.70745 -0.655
N -0.22575 0.57517 0.81504 -0.049
N -0.17443 1.39627 -0.16717 -0.062
O -1.40326 -1.05758 1.85063 -0.025
O -0.94438 -1.24382 -0.45957 -0.038
O 1.75746 -0.70209 -0.96220 -0.642
S 1.80224 0.83771 -1.71326 0.422
H 0.21185 0.90103 1.66635 0.120
H -0.93118 1.21482 -0.73179 0.006
H 0.91708 -1.10773 -1.00550 -0.077
```

Total charge = -1
2S+1 = 1
Orbital gap (spin up / spin down) = 7.70 / 6.74 eV

***

Relative energy of each structure, in eV: w 0.525; x 0.000.